91
Properties=species:S:1:pos:R:3:forces:R:3 method="wB97M-V/def2-TZVPD" e_tot_ev=-78441.7679 multiplicity=2 s_squared=0.756 total_charge=+1 relative_energy_kj_mol=12.0 fmax_ha_per_bohr=0.14905 orbital_gap_ev="6.5 / 6.0"
V 0.85045 0.63557 -0.18206 5.71 5.10 -0.31
C -0.44382 3.55782 -1.72406 0.26 0.01 0.07
C 0.70366 4.17408 -0.94288 -0.16 0.06 -0.22
O 1.39385 3.11497 -0.30716 0.02 -0.48 0.08
C 2.57649 3.46674 0.39565 0.14 0.01 0.23
C 3.61823 2.39267 0.11747 -0.18 0.40 -0.29
O 3.03203 1.09888 0.24160 0.04 -0.19 0.05
C 3.51362 0.31002 1.32356 -0.40 0.13 0.37
C 3.20417 0.97249 2.66901 0.06 0.23 -0.10
O 1.94841 1.61957 2.57848 -0.14 -0.58 0.04
C 1.38451 2.00445 3.82490 -0.01 0.10 0.01
C 0.61829 0.87958 4.50136 0.20 0.00 -0.24
O -0.39851 0.38371 3.66708 -0.13 -0.15 0.02
C -1.69110 0.89535 3.90805 -0.02 0.06 -0.11
C -1.93980 2.28052 3.33917 0.15 -0.10 0.06
O -1.63346 2.27353 1.96163 -0.04 -0.13 -0.03
C -1.73358 3.54773 1.36426 -0.02 -0.11 -0.22
C -2.14918 3.39691 -0.08903 -0.07 -0.12 0.26
O -1.21781 2.69792 -0.90472 -0.08 0.04 0.05
H -0.04984 2.94526 -2.53189 0.00 -0.04 -0.04
H -1.06911 4.35792 -2.13380 0.05 -0.04 -0.10
H 0.32649 4.89592 -0.20771 0.13 -0.06 0.04
H 1.37591 4.70195 -1.62823 -0.03 0.01 -0.02
H 2.35009 3.51291 1.46282 0.02 0.10 -0.12
H 2.96136 4.43556 0.06723 -0.02 -0.01 -0.10
H 4.46628 2.51195 0.79371 0.01 -0.08 -0.01
H 3.97405 2.48239 -0.90978 0.04 -0.06 0.04
H 4.58987 0.14786 1.23003 -0.02 -0.09 -0.05
H 2.99160 -0.64584 1.22304 0.11 -0.02 0.06
H 3.96631 1.72933 2.89340 0.05 -0.05 0.10
H 3.23057 0.22448 3.46653 0.01 -0.05 -0.04
H 0.69806 2.81683 3.58796 0.08 0.04 0.01
H 2.16162 2.38909 4.49557 0.02 0.01 0.01
H 0.21269 1.23298 5.45598 0.06 0.02 0.04
H 1.29040 0.04161 4.70641 0.00 0.02 0.07
H -1.90498 0.91800 4.98386 -0.03 -0.03 -0.01
H -2.37252 0.19139 3.43558 -0.09 -0.06 -0.04
H -1.33838 3.03394 3.86488 -0.04 0.01 0.00
H -2.99716 2.53037 3.49890 0.01 0.05 0.01
H -0.77631 4.07873 1.44209 -0.05 -0.01 0.11
H -2.50724 4.13953 1.86735 0.02 0.09 -0.03
H -2.32762 4.39583 -0.50070 -0.07 -0.04 -0.01
H -3.08530 2.83386 -0.11787 0.01 0.01 -0.01
C 1.93179 -3.39910 -3.96798 -0.03 0.01 0.07
N 1.37111 -3.16325 -2.65104 -0.05 -0.07 0.08
C 2.39720 -2.91669 -1.65740 -0.06 0.06 -0.12
C 0.28996 -2.17164 -2.60593 0.18 0.06 -0.09
C 0.69034 -0.77957 -3.06532 0.04 -0.05 -0.10
C 0.68722 -0.57896 -4.44865 -0.05 0.02 0.03
C 1.29062 0.52224 -5.03162 0.04 -0.02 -0.08
C 1.95036 1.41824 -4.20707 -0.01 0.08 0.04
C 1.87733 1.26122 -2.82832 0.04 -0.04 -0.27
C 1.19694 0.20723 -2.18591 0.16 0.02 -0.31
H 2.57924 -4.27592 -3.91973 0.01 0.01 -0.03
H 2.51752 -2.55488 -4.35772 -0.01 0.00 -0.02
H 1.12502 -3.61116 -4.67128 0.02 0.00 -0.03
H 3.16546 -3.68585 -1.74266 0.00 -0.01 0.05
H 1.95151 -2.98607 -0.66014 0.07 0.02 0.02
H 2.87557 -1.92998 -1.75974 0.03 -0.02 0.00
H -0.03477 -2.16625 -1.57217 -0.10 -0.01 0.10
H -0.52477 -2.55517 -3.23132 -0.01 0.01 0.03
H 0.20873 -1.31603 -5.08655 0.04 -0.03 0.00
H 1.28221 0.65354 -6.10602 0.00 0.00 0.00
H 2.49702 2.25354 -4.63179 -0.01 0.00 0.00
H 2.37725 2.01665 -2.23189 -0.06 0.04 0.00
C -3.33280 -3.79337 -1.09873 -0.07 -0.24 -0.11
N -3.19678 -2.41668 -0.62427 0.02 0.24 0.01
N -2.01242 -2.11856 0.04584 0.20 0.76 -0.41
C -1.57193 -0.88013 -0.36767 -0.67 -0.92 -0.82
O -0.47491 -0.35551 -0.04363 -5.55 -4.13 1.58
C -2.50133 -0.41276 -1.32841 0.17 0.38 0.13
C -3.44232 -1.37613 -1.48798 -0.01 -0.17 0.24
C -4.56132 -1.44349 -2.46067 0.02 -0.07 -0.07
C -1.63815 -2.85977 1.18744 0.19 -0.29 0.53
C -0.29427 -3.00432 1.51457 -0.08 0.14 -0.14
C 0.06166 -3.73223 2.63707 0.05 -0.06 0.09
C -0.90690 -4.31907 3.43656 -0.05 0.03 -0.01
C -2.24708 -4.17226 3.10656 0.08 -0.08 0.04
C -2.61717 -3.44916 1.98672 -0.05 0.25 -0.08
H -2.93293 -4.47023 -0.35015 -0.06 0.00 0.01
H -2.79863 -3.94870 -2.03953 0.07 0.06 0.06
H -4.38731 -4.01482 -1.24670 0.00 0.03 0.05
H -2.39558 0.52433 -1.84847 -0.06 0.01 0.00
H -4.70920 -0.46763 -2.91559 0.00 0.00 0.00
H -5.48876 -1.75700 -1.98240 0.01 0.00 0.02
H -4.32982 -2.15604 -3.25558 -0.03 0.00 0.00
H 0.46163 -2.54314 0.89648 0.00 -0.06 -0.06
H 1.10856 -3.85844 2.88106 0.00 0.05 -0.01
H -0.62403 -4.88342 4.31470 0.02 -0.02 -0.02
H -3.00994 -4.62380 3.72671 -0.01 0.02 -0.01
H -3.66442 -3.31420 1.74868 0.02 -0.01 -0.04

74
Properties=species:S:1:pos:R:3:forces:R:3 method="wB97M-V/def2-TZVPD" e_tot_ev=-65684.1892 multiplicity=2 s_squared=0.761 total_charge=-1 fmax_ha_per_bohr=0.08140 orbital_gap_ev="4.2 / 4.3"
Ti 0.02595 -0.00893 0.77336 -0.22 0.19 0.35
N -1.22399 -2.00584 2.56166 -1.17 1.12 0.68
N -0.17443 -1.99636 -0.73495 -0.95 -0.92 -1.91
C 1.28191 1.80817 0.05964 0.10 -0.19 1.48
C 2.16262 0.70167 0.38166 -0.63 0.59 0.31
C 1.97391 0.33798 1.76245 -1.18 1.83 -0.25
C 2.62310 -0.79313 2.49191 0.03 -0.04 0.37
H 3.15121 -1.45368 1.79588 0.04 0.11 0.09
H 1.89103 -1.39500 3.05482 0.24 0.28 -0.31
H 3.33829 -0.41024 3.23494 0.04 -0.12 -0.18
C 1.01204 1.30031 2.32237 0.76 0.67 -2.18
C 0.47245 1.28233 3.67332 0.16 0.55 0.81
H 0.94160 1.90073 4.43754 0.33 0.66 -0.21
H 0.62516 0.27266 4.03789 -0.42 0.26 0.14
H -0.61961 1.53444 3.64680 1.80 0.36 0.39
C 0.53200 2.14695 1.24047 2.09 -0.82 0.62
C -0.50594 3.20781 1.38476 -0.09 0.27 -0.02
H -1.32306 2.92987 2.06015 0.17 -0.10 -0.03
H -0.95866 3.45842 0.42395 0.03 0.00 -0.06
H -0.05723 4.12196 1.78893 -0.07 0.03 -0.01
C 3.15873 0.06914 -0.51878 0.39 -0.28 -0.25
H 4.15118 0.02601 -0.04931 -0.08 0.07 -0.08
H 3.25186 0.62727 -1.45205 0.06 -0.05 0.07
H 2.89181 -0.96353 -0.77884 0.06 0.09 0.00
C 1.26765 2.59549 -1.19911 -0.18 0.05 -0.27
H 0.24242 2.76923 -1.54237 0.12 0.04 -0.08
H 1.79311 2.06195 -1.99051 -0.04 0.10 -0.08
H 1.75278 3.57390 -1.06133 -0.05 -0.16 -0.05
C -2.10059 -2.40244 3.53242 -0.12 -1.46 -0.32
H -2.36437 -1.73802 4.34879 0.43 -0.12 -0.47
C -2.71550 -3.63705 3.45718 0.61 0.30 -0.96
H -3.42520 -3.87444 4.25487 0.29 -0.26 -0.50
C -2.42145 -4.43200 2.34588 -0.28 -0.83 -0.54
H -2.91576 -5.38937 2.22696 -0.02 -0.07 0.07
C -1.50388 -4.04140 1.35415 0.04 0.81 0.82
H -1.20144 -4.60867 0.45385 -0.51 0.07 0.94
C -0.87664 -2.80141 1.50266 0.11 -0.45 0.22
C 0.11752 -2.20712 0.63157 1.16 0.66 0.08
H 1.18884 -2.32036 0.86386 -0.51 -0.34 -0.04
C -0.22314 -0.68505 -1.18458 0.43 -0.44 0.84
C -0.45658 -2.88677 -1.77231 0.18 0.25 0.38
H -0.52264 -3.95009 -1.58061 0.04 0.19 -0.29
C -0.56223 -2.14859 -2.89678 -0.18 -0.63 -0.14
H -0.74773 -2.48199 -3.90977 0.07 0.29 0.13
N -0.40186 -0.81015 -2.52438 -0.05 -0.24 -0.74
C -0.34839 0.27169 -3.44793 0.52 0.75 0.34
C 0.87654 0.60598 -4.05082 -0.42 0.09 -0.27
C 0.93196 1.73266 -4.88433 -0.40 -0.08 0.00
H 1.87558 1.98497 -5.38262 -0.32 -0.07 0.21
C -0.19917 2.52913 -5.10084 0.11 -0.41 0.32
C -0.14307 3.71738 -6.02057 0.01 0.16 -0.05
H -0.17915 4.66055 -5.45825 0.02 -0.19 -0.10
H -0.99590 3.71438 -6.71010 0.17 0.02 0.08
H 0.78215 3.70610 -6.60570 -0.17 0.06 0.05
C -1.38679 2.20702 -4.43245 0.17 -0.19 0.00
H -2.27554 2.82802 -4.58910 0.29 -0.18 0.12
C -1.46870 1.09756 -3.58336 0.09 0.07 -0.41
C -2.73896 0.77580 -2.85315 -0.53 0.17 0.01
H -3.17704 -0.17588 -3.18877 0.23 0.14 0.14
H -3.47820 1.55957 -3.05983 0.09 -0.14 0.06
H -2.59934 0.72553 -1.76377 0.15 -0.09 -0.29
C 2.10919 -0.22231 -3.82624 0.37 -0.16 -0.06
H 2.25100 -0.95645 -4.63414 -0.10 0.15 0.16
H 2.07375 -0.77343 -2.88064 -0.06 0.16 -0.25
H 3.00463 0.41917 -3.81633 -0.29 -0.19 0.00
N -0.40037 -1.48585 6.53574 0.34 -1.05 1.19
N -0.26324 -1.27163 5.17762 1.65 -0.46 -0.78
N -1.90166 -0.03563 4.66634 -0.63 2.02 -3.61
C -1.63530 0.13996 3.41377 -3.23 -2.38 1.17
N -0.79550 -0.66997 2.51452 -1.26 -1.58 0.29
N 0.48733 -1.88839 4.49590 -0.34 -0.16 2.04
H -0.98039 -0.91497 7.17756 0.83 -0.37 -1.31
H 0.36611 -2.11849 6.80873 -0.70 0.52 0.57
H -2.33677 0.55287 2.58968 0.36 1.08 1.55

11
Properties=species:S:1:pos:R:3:forces:R:3 method="wB97M-V/def2-TZVPD" e_tot_ev=-9220.7639 smiles="[NH2+]=C1NOCO1" total_charge=+1 relative_energy_kj_mol=132.5 fmax_ha_per_bohr=0.10414 orbital_gap_ev=11.4
C -0.65514 0.13191 0.08978 3.51 -4.04 0.12
C 1.51169 -0.69092 -0.10474 0.67 -0.35 -0.66
N 0.17995 1.12221 0.02371 0.08 -0.17 -0.15
N -1.93995 -0.01324 0.06072 -0.36 0.00 0.09
O 0.21722 -1.15026 0.18113 -3.63 3.92 0.07
O 1.50855 0.72168 0.09737 0.17 0.35 0.40
H 2.23524 -1.13765 0.58921 -0.26 0.21 -0.12
H 1.76383 -0.92925 -1.15207 -0.08 0.21 0.29
H 0.07984 2.12903 0.09319 -0.28 -0.18 -0.06
H -2.58133 0.76909 0.01028 0.11 -0.08 0.04
H -2.31991 -0.95262 0.11142 0.07 0.13 -0.02

68
Properties=species:S:1:pos:R:3:forces:R:3 method="wB97M-V/def2-TZVPD" e_tot_ev=-67581.5926 relative_energy_kj_mol=46.3 fmax_ha_per_bohr=0.04828 orbital_gap_ev=3.2
C -0.53846 6.83393 2.15216 0.19 0.03 0.02
C -1.28743 7.11711 1.00789 -0.07 0.00 0.00
C -2.15123 6.15534 0.49437 0.01 0.09 0.26
C -2.24866 4.92231 1.13212 -0.26 -0.17 -0.05
S -3.26583 3.63363 0.38237 1.88 0.30 -1.03
C -2.12167 2.59512 -0.45259 -0.69 2.11 -0.59
C -1.72795 1.38792 0.27485 -0.55 -1.11 -0.23
S -1.10244 3.24878 -1.69679 -0.96 -0.54 1.25
C 0.55312 2.75295 -1.18974 0.05 -0.05 0.03
C 1.26851 3.56759 -0.31579 0.19 -0.46 0.10
C 2.44994 3.07747 0.25313 -0.21 0.10 -0.26
C 2.90469 1.79600 -0.05719 -0.01 -0.18 0.00
C 2.20084 0.99939 -0.96875 -0.21 0.53 -0.05
C 1.04307 1.50153 -1.57034 0.27 -0.01 0.44
O -1.29864 2.54618 -2.94853 0.23 0.13 -0.21
O -1.12736 4.69661 -1.64442 0.00 -0.19 -0.61
O -3.82292 2.87618 1.48169 -0.17 -0.27 0.01
O -4.12110 4.33155 -0.54681 -0.17 -0.16 0.20
C -1.50125 4.62068 2.27057 0.06 0.40 -0.25
C -0.63354 5.58894 2.78145 -0.25 -0.14 -0.13
H 0.13812 7.58797 2.55477 -0.15 -0.16 -0.08
H -1.21717 8.08303 0.49241 0.09 -0.38 0.37
H -2.75054 6.35531 -0.38966 0.15 -0.15 0.19
H -1.19033 0.72207 -0.40730 0.04 -0.18 0.17
H -2.64991 0.87634 0.60050 0.52 -0.04 0.12
H 0.89329 4.56089 -0.08265 -0.02 -0.17 0.04
H 3.00432 3.71330 0.93852 -0.02 -0.16 -0.08
H 3.81716 1.41405 0.40593 -0.25 0.13 -0.11
H 2.54127 -0.00560 -1.21657 0.08 0.21 0.01
H 0.50304 0.92415 -2.31463 -0.08 0.23 0.21
H -1.61071 3.64327 2.73193 0.02 0.16 0.00
H -0.05319 5.35601 3.67516 -0.08 0.20 -0.22
C 2.67559 -2.59346 -3.05121 0.27 0.06 -0.24
C 1.24662 -2.86197 -2.63270 -0.54 0.35 -0.82
C 0.31732 -1.82597 -3.27828 0.17 0.33 -0.24
C 0.80161 -4.25737 -3.08377 0.33 -0.25 -0.14
N 1.10407 -2.72414 -1.17403 -1.55 -0.98 0.56
C 2.21014 -3.01011 -0.26138 0.69 0.42 -0.14
C 1.61225 -3.35571 1.09124 0.41 0.11 0.82
N 0.16179 -3.24631 0.97981 -0.56 -0.47 -1.73
C -0.74673 -3.87427 1.95313 -0.94 0.18 0.22
C -0.04888 -4.05195 3.28425 0.04 -0.10 0.35
C -1.25245 -5.21722 1.41683 0.14 -0.35 0.16
C -1.94091 -2.92666 2.12526 -0.05 0.20 0.35
P -0.40402 -3.05119 -0.56162 2.01 1.03 1.03
H -1.10198 1.61512 1.12658 0.44 -0.26 0.60
H 3.36246 -3.36028 -2.68104 -0.03 0.11 -0.11
H 2.71164 -2.60631 -4.14607 0.09 0.03 0.21
H 3.01190 -1.60775 -2.71297 -0.03 -0.16 -0.07
H -0.71016 -1.86784 -2.87920 0.30 -0.03 -0.22
H 0.70691 -0.81318 -3.10299 -0.20 -0.36 -0.08
H 0.28096 -1.99985 -4.36438 -0.09 0.10 0.36
H -0.26785 -4.43817 -2.89451 0.26 0.12 -0.04
H 0.97164 -4.34153 -4.16408 -0.09 -0.11 0.23
H 1.38933 -5.04091 -2.58686 -0.12 0.09 -0.07
H 2.82470 -3.82866 -0.65441 -0.18 0.14 0.06
H 2.85846 -2.12548 -0.15584 -0.23 -0.26 -0.25
H 1.89840 -4.36605 1.41253 -0.15 0.20 -0.09
H 1.97785 -2.64943 1.85094 -0.17 -0.27 -0.14
H 0.33470 -3.09683 3.65620 -0.05 -0.15 0.00
H -0.78616 -4.42914 4.00124 0.21 0.08 -0.06
H 0.77022 -4.77647 3.23207 -0.13 0.10 0.06
H -1.85753 -5.10241 0.50371 0.14 0.04 0.27
H -0.41569 -5.89741 1.20129 -0.17 0.12 0.04
H -1.88285 -5.68472 2.18312 0.10 0.01 -0.24
H -2.46199 -2.72546 1.17499 0.12 -0.12 0.30
H -2.65511 -3.37605 2.83203 0.14 0.23 -0.29
H -1.59333 -1.96492 2.53204 -0.20 -0.25 -0.13

20
Properties=species:S:1:pos:R:3:forces:R:3 method="wB97M-V/def2-TZVPD" e_tot_ev=-37883.5916 smiles=C[C@H](S)[C@](C)(S)CS relative_energy_kj_mol=178.8 fmax_ha_per_bohr=0.06892 orbital_gap_ev=9.6
C -0.34775 0.83391 1.77219 -0.50 1.26 -1.48
C -0.18181 -0.42148 -1.88775 -1.80 -1.55 0.03
C 1.68662 -0.76898 0.02730 -2.54 -1.23 -0.56
C -0.50820 0.80940 0.23203 0.26 1.68 -0.27
C -0.01069 -0.46052 -0.40720 1.07 -1.14 1.26
S 2.71868 0.64831 0.37875 -0.05 -0.50 0.12
S -2.24684 1.16939 -0.31762 -0.63 -0.32 2.83
S -0.91969 -2.04718 0.21384 2.96 -0.51 -0.09
H -1.16748 0.18679 2.13652 0.53 0.73 0.57
H -0.25326 1.92452 2.10199 -0.72 -1.70 -0.01
H 0.60366 0.37729 1.92189 0.50 -0.36 0.73
H 0.57368 0.08750 -2.32647 2.68 1.83 -1.41
H -1.10106 0.04712 -2.25069 -0.07 -0.12 0.45
H -0.17938 -1.41613 -2.31322 0.10 -0.28 -0.04
H 1.70384 -1.30598 0.96287 -0.47 -0.28 0.35
H 2.09172 -1.52726 -0.69711 -0.29 1.16 0.29
H 0.05240 1.68985 -0.24625 -0.44 -1.31 0.74
H 2.44901 1.09868 -0.80341 0.22 1.09 -1.24
H -2.78974 0.98364 1.02626 0.67 0.36 -2.28
H -2.17373 -1.90888 0.47607 -1.49 1.21 -0.01